# 1
106
Properties=species:S:1:pos:R:3 method="wB97M-V/def2-TZVPD" e_lumo_ev=-0.62 multiplicity=1 total_charge=-1 e_homo_ev=-5.010
C -1.13028 0.32198 -1.96885
C -0.92810 0.72292 -0.53635
O -1.96501 1.52867 -0.00054
B -2.18785 2.78400 -0.53274
O -3.50454 3.20756 -0.37856
Nb -0.67786 4.29667 -1.57493
C 0.37732 4.95542 0.36687
C 0.06084 6.31447 0.71757
O 0.67322 7.30436 0.42108
Br -1.59008 6.49680 1.80542
H -2.00358 -0.31040 -2.05182
H -0.28557 -0.30060 -2.24260
H -1.13344 1.15746 -2.65302
H -0.92590 -0.19173 0.04613
H 0.04829 1.16718 -0.37386
H -4.06021 2.53130 -0.77452
H -1.84894 5.69401 -1.33400
H 0.28892 5.50610 -2.59483
H 0.64222 3.07511 -1.98379
H -1.52967 3.91840 -3.12537
H 1.44531 4.89979 0.19875
H 0.12191 4.26652 1.16403
C 4.17824 10.78651 -3.25277
C 4.12667 9.51053 -3.65442
C 3.23353 8.49802 -2.98510
O 3.24511 7.36883 -3.43195
C 2.42503 8.92100 -1.85548
C 2.48082 10.19779 -1.45137
C 3.35409 11.21471 -2.13610
O 3.33380 12.35893 -1.71655
O 1.78474 10.67570 -0.43008
O 4.83925 9.02589 -4.65921
H 4.81279 11.52225 -3.72613
H 1.80245 8.17774 -1.37201
H 2.01478 11.61946 -0.36719
H 4.59001 8.08228 -4.71994
C -5.44922 3.85130 -6.58875
C -4.54781 3.71571 -5.59893
C -3.58439 2.55607 -5.55697
O -2.81183 2.53773 -4.62794
C -3.65129 1.55587 -6.61323
C -4.55160 1.69926 -7.59154
C -5.50217 2.86658 -7.64368
O -6.27400 2.91051 -8.58887
O -4.69131 0.83936 -8.59428
O -4.42593 4.56629 -4.60537
H -6.14381 4.67769 -6.63217
H -2.96476 0.72248 -6.56652
H -5.41107 1.19870 -9.14621
H -3.68644 4.25539 -4.03497
C -2.48445 -4.52991 -0.51316
C -3.18655 -5.33107 0.29668
C -3.13982 -5.19365 1.79545
O -3.83409 -5.96442 2.44210
C -2.29534 -4.17785 2.37512
C -1.58599 -3.37026 1.56834
C -1.64257 -3.49492 0.06465
O -0.96932 -2.71919 -0.57717
O -0.80489 -2.40747 2.00667
O -3.97535 -6.30389 -0.13883
H -2.50988 -4.62031 -1.58963
H -2.26745 -4.09479 3.45206
H -0.41327 -1.98071 1.21343
H -4.35515 -6.72138 0.65787
C 3.57037 -2.34941 1.55008
C 4.50474 -2.30847 2.50990
C 4.52093 -1.23122 3.56518
O 5.39912 -1.29144 4.40573
C 3.50684 -0.20046 3.51524
C 2.57163 -0.23521 2.55252
C 2.54116 -1.33013 1.51425
O 1.64588 -1.29859 0.69221
O 1.62113 0.67032 2.44047
O 5.47889 -3.19521 2.61714
H 3.54641 -3.11856 0.79105
H 3.53754 0.57647 4.26531
H 1.07871 0.43033 1.66486
H 6.01214 -2.92934 3.39095
C 9.27810 -6.19739 2.96508
C 9.71506 -7.40278 2.57669
C 9.37449 -7.98193 1.22687
O 9.83373 -9.07653 0.95968
C 8.52648 -7.21395 0.33847
C 8.08508 -6.00854 0.72727
C 8.44855 -5.41881 2.06536
O 8.01419 -4.31215 2.31272
O 7.30479 -5.24361 -0.01182
O 10.47498 -8.18060 3.32899
H 9.51950 -5.77238 3.92877
H 8.27357 -7.64513 -0.61937
H 7.13398 -4.43652 0.51318
H 10.64240 -8.98394 2.80043
C -7.04695 -3.77579 5.18611
C -6.67331 -4.59717 4.19176
C -6.98866 -6.07414 4.21715
O -6.65124 -6.74334 3.26289
C -7.68672 -6.60969 5.37373
C -8.04881 -5.78741 6.36591
C -7.76112 -4.30968 6.32584
O -8.14876 -3.64352 7.26823
O -8.68741 -6.19012 7.45359
O -6.01561 -4.18226 3.12693
H -6.83097 -2.71705 5.17531
H -7.89575 -7.66968 5.39097
H -8.82417 -5.38792 7.99284
H -5.84950 -4.97580 2.58162



# 2
87
Properties=species:S:1:pos:R:3 method="wB97M-V/def2-TZVPD" e_lumo_ev="1.97 / 0.25" s2=15.8622 multiplicity=8 e_above_lowest_kcal_mol=113.6 total_charge=-1 e_homo_ev="-2.107 / -4.505"
Gd -15.35297 13.22120 1.82993
C -19.80066 12.39467 1.78119
C -19.12453 11.54206 0.82710
C -19.79744 11.14079 -0.34834
C -19.16259 10.35572 -1.33337
C -17.95073 9.77512 -1.03485
C -17.31594 10.04524 0.20025
C -16.25609 9.08664 0.64741
C -17.85480 10.98911 1.09978
N -17.03308 11.50806 2.10225
C -17.36433 11.29653 3.38483
O -18.29310 10.51552 3.80685
C -16.53766 12.02769 4.43972
C -16.69480 11.74693 5.78581
C -16.05443 12.59913 6.72690
C -15.31508 13.72937 6.30411
C -15.21982 13.97235 4.92945
N -15.91111 13.15687 4.09542
C -14.55882 15.14106 4.33135
O -14.14158 15.99717 5.12397
N -14.48525 15.22338 2.97967
C -14.02056 16.46962 2.43775
C -12.67263 16.69181 2.14241
C -11.62243 15.79241 2.62806
C -12.27421 17.95293 1.54152
C -13.23511 18.93320 1.31874
C -14.54870 18.71426 1.71291
C -14.98662 17.50622 2.23111
C -16.47912 17.45338 2.77713
H -20.43459 13.14451 1.34634
H -19.12629 12.94685 2.44194
H -20.46802 11.76096 2.46857
H -20.87729 11.43096 -0.41845
H -19.61731 10.01687 -2.19926
H -17.46658 9.09833 -1.81232
H -15.25623 9.48828 0.81565
H -16.16004 8.40216 -0.18175
H -16.64660 8.53631 1.48690
H -17.35451 10.92761 6.11032
H -16.12167 12.34177 7.79672
H -14.80851 14.43918 6.99595
H -11.61773 14.86413 2.06927
H -11.80599 15.53037 3.72254
H -10.60801 16.22104 2.62729
H -11.18619 18.09845 1.38104
H -12.93236 19.91126 0.85325
H -15.31833 19.48907 1.52544
H -17.21168 17.95300 2.13557
H -16.54625 17.88947 3.76328
H -16.58908 16.41029 2.94570
Cl -12.59782 13.71811 -2.48930
C -14.08097 14.55160 -2.18254
C -14.57645 15.45961 -3.09915
C -15.92997 15.82164 -2.97676
Cl -16.60802 16.78539 -4.19519
C -16.70874 15.42688 -1.85694
C -18.06885 15.77224 -1.68034
C -18.68544 15.54919 -0.47911
C -17.97057 14.97616 0.57417
N -16.68867 14.55644 0.44380
C -16.10647 14.73082 -0.78776
C -14.77958 14.18902 -1.04449
O -14.20595 13.45558 -0.08992
H -14.00559 15.92501 -3.86552
H -18.65805 16.25024 -2.48996
H -19.65973 16.01548 -0.21927
H -18.36474 14.94707 1.58042
C -11.71411 12.13647 1.14473
Si -12.80537 11.60956 2.61815
C -12.13170 12.12230 4.35536
C -12.63656 9.74912 2.81170
C -13.78167 9.02147 3.27281
C -13.81790 7.69082 3.05230
C -12.72404 7.03891 2.41768
C -11.52571 7.70923 2.22288
C -11.49881 9.08090 2.44367
H -10.66733 11.96106 1.49967
H -11.71756 13.17839 0.86825
H -11.80674 11.53181 0.19968
H -11.05927 12.31427 4.34806
H -12.35555 11.20062 4.93129
H -12.66973 12.96590 4.76865
H -14.51915 9.53704 3.84439
H -14.68260 7.05868 3.33628
H -12.72747 6.00762 2.15600
H -10.61907 7.09011 2.08575
H -10.56583 9.60485 2.34620